# C28H36F2N3

A gas-phase ion, C28H36F2N3 (charge +1) (the ωB97M-V functional and the def2-TZVPD basis, OMol25).

Last columns: bonded neighbours and bond lengths (Å).
Geometry (Å):
1 H 2.39639 -0.52661 2.60098  C42 1.093
2 H -4.88944 -2.03213 0.06270  C67 1.094
3 H 3.76594 -2.18236 0.19152  C39 1.102
4 C 2.79676 3.15426 0.94267  C11 1.386, F38 1.378, C66 1.402
5 C -0.09723 1.46850 -0.87030  C8 1.483, C22 1.633, H43 1.133, C54 1.582
6 C 1.12684 2.40189 2.52099  H35 1.083, C60 1.367, C66 1.397
7 H -4.21409 0.56492 0.01727  C29 1.096
8 C 0.80863 2.05913 0.14477  C5 1.483, C11 1.418, C60 1.411
9 C -0.16919 4.54699 -6.96408  C45 1.398, C56 1.395, H61 1.094
10 H -0.10986 -1.33802 4.53429  C48 1.090
11 C 2.04952 2.68816 -0.12719  C4 1.386, C8 1.418, H62 1.110
12 H -1.78477 -1.85905 4.23860  C48 1.091
13 H -1.20185 -4.69613 4.48027  C34 1.088
14 N -0.40266 -2.57115 1.99031  C40 1.510, C47 1.353, N50 1.351
15 C 2.09610 -3.74903 1.40018  C26 1.531, H49 1.094, H53 1.093, H68 1.094
16 H 1.28598 2.41224 -2.48946  C54 1.121
17 C -0.43082 3.08634 -4.53160  C33 1.409, C44 1.477, C59 1.419
18 H -3.38603 0.17034 1.54345  C29 1.102
19 H -1.70512 2.00166 -3.18490  C44 1.072
20 H -0.57390 -0.33056 -1.57850  C22 1.118
21 C -2.94257 -1.17891 -0.02701  N25 1.508, C29 1.498, H36 1.090, C67 1.505
22 C 0.10430 -0.14437 -0.70878  C5 1.633, H20 1.118, C32 1.482, H64 1.150
23 H -0.75769 -2.74812 5.37737  C48 1.088
24 H -2.20601 -4.15178 3.09938  C34 1.089
25 N -1.60420 -1.52724 0.57521  C21 1.508, C32 1.405, N50 1.306
26 C 1.95783 -2.22538 1.33712  C15 1.531, C39 1.512, C42 1.521, C47 1.558
27 H 2.02988 -2.01663 3.48611  C42 1.097
28 H -2.47852 0.92648 0.19541  C29 1.105
29 C -3.27372 0.20263 0.44775  H7 1.096, H18 1.102, C21 1.498, H28 1.105
30 F 2.10180 4.97998 -6.44169  C56 1.384
31 H -3.98526 -2.15130 1.57795  C67 1.093
32 C -0.28816 -1.08140 0.36975  C22 1.482, N25 1.405, C47 1.390
33 C 0.77371 3.75486 -4.82910  C17 1.409, H52 1.096, C56 1.411
34 C -1.19852 -4.39530 3.43477  H13 1.088, H24 1.089, C40 1.521, H69 1.095
35 H 0.68425 2.37446 3.50867  C6 1.083
36 H -2.81669 -1.26133 -1.10651  C21 1.090
37 H 3.60158 -1.84245 2.67154  C42 1.093
38 F 3.93158 3.89552 0.69563  C4 1.378
39 C 2.73326 -1.80602 0.10929  H3 1.102, C26 1.512, H57 1.100, H63 1.097
40 C -0.31742 -3.15678 3.37910  N14 1.510, C34 1.521, H41 1.081, C48 1.494
41 H 0.72652 -3.41510 3.48418  C40 1.081
42 C 2.53601 -1.61027 2.60186  H1 1.093, C26 1.521, H27 1.097, H37 1.093
43 H -1.17288 1.74359 -0.64401  C5 1.133
44 C -0.68246 2.29626 -3.30957  C17 1.477, H19 1.072, C54 1.395
45 C -1.38966 3.96499 -6.61058  C9 1.398, H58 1.093, C59 1.398
46 H -3.60234 -3.24145 0.23552  C67 1.096
47 C 0.46174 -1.79329 1.29878  N14 1.353, C26 1.558, C32 1.390
48 C -0.76751 -2.20125 4.43639  H10 1.090, H12 1.091, H23 1.088, C40 1.494
49 H 3.16055 -3.99514 1.45926  C15 1.094
50 N -1.65837 -2.43749 1.50976  N14 1.351, N25 1.306
51 H -0.59941 1.48865 1.61516  C60 1.078
52 H 1.63517 3.74745 -4.15222  C33 1.096
53 H 1.69349 -4.24969 0.51533  C15 1.093
54 C 0.25177 2.01689 -2.31209  C5 1.582, H16 1.121, C44 1.395
55 H 2.95595 3.38020 3.07973  C66 1.075
56 C 0.88926 4.43021 -6.06236  C9 1.395, F30 1.384, C33 1.411
57 H 2.31101 -2.24441 -0.80698  C39 1.100
58 H -2.23934 3.99852 -7.29676  C45 1.093
59 C -1.54205 3.30879 -5.38544  C17 1.419, C45 1.398, H65 1.078
60 C 0.37576 1.92856 1.48172  C6 1.367, C8 1.411, H51 1.078
61 H -0.04216 5.03794 -7.93399  C9 1.094
62 H 2.45919 2.87608 -1.14147  C11 1.110
63 H 2.81849 -0.71910 -0.00807  C39 1.097
64 H 1.22971 -0.28891 -0.89624  C22 1.150
65 H -2.49832 2.90755 -5.09216  C59 1.078
66 C 2.35793 3.01056 2.26592  C4 1.402, C6 1.397, H55 1.075
67 C -3.89988 -2.21813 0.49015  H2 1.094, C21 1.505, H31 1.093, H46 1.096
68 H 1.63129 -4.21643 2.27347  C15 1.094
69 H -0.81010 -5.22188 2.83076  C34 1.095

- orbital gap (Ha) = 0.2887
- charge = +1
- spin multiplicity = 1
- energy (Ha) = -1452.2388
- E_HOMO (eV) = -10.8
- SMILES = CC(C)n1n[n+](C(C)C)c(C(C)(C)C)c1C[C@H](/C=C/c1cccc(F)c1)c1cccc(F)c1